1.
Molecular formula: C6H17BFN3O
Method: DFT, ωB97M-V/def2-TZVPD

## Properties
Kohn-Sham gap in eV: 10.1
E_LUMO in eV: 0.303
HOMO energy in eV: -9.80

Last column: natural (NBO) charge in e.
Positions of all 29 atoms, in Å:
C  -2.542  2.628  -1.329  -0.606
C  -1.222  1.984  -0.867  -0.412
C  -0.476  2.778  0.221  -0.399
C  -0.420  2.153  1.623  -0.385
C  -0.247  0.630  1.712  -0.801
B  1.069  0.006  1.125  1.132
N  2.131  0.667  0.438  -1.100
F  1.206  -1.342  1.268  -0.513
H  -2.429  3.144  -2.280  0.207
H  -3.312  1.874  -1.479  0.209
H  -2.915  3.349  -0.604  0.201
H  -0.570  1.913  -1.738  0.202
H  -1.426  0.959  -0.574  0.198
H  0.518  3.040  -0.138  0.189
H  -0.989  3.736  0.325  0.208
H  -1.300  2.433  2.202  0.205
H  0.422  2.604  2.155  0.200
H  -0.297  0.349  2.768  0.245
H  -1.079  0.103  1.242  0.237
H  2.333  0.321  -0.489  0.399
H  2.056  1.673  0.428  0.387
N  0.996  -4.606  0.381  -0.853
C  1.218  -4.865  -0.941  0.772
N  1.344  -3.751  -1.731  -0.855
O  1.299  -5.994  -1.389  -0.660
H  0.933  -3.678  0.761  0.400
H  0.902  -5.393  0.994  0.405
H  1.510  -3.899  -2.708  0.405
H  1.287  -2.817  -1.375  0.385

2.
Molecular formula: C7H14NS
Method: DFT, ωB97M-V/def2-TZVPD

## Properties
Total charge: +1
Kohn-Sham gap in eV: 7.8
E_LUMO in eV: -4.220
ΔE to the lowest compared entry with this formula, charge and spin in eV: 2.702
HOMO energy in eV: -11.97

Last column: natural (NBO) charge in e.
Positions of all 23 atoms, in Å:
C  -3.157  0.197  0.610  0.072
C  -2.581  0.965  -0.111  -0.351
C  -3.855  -0.617  1.592  -0.687
C  0.478  -1.901  0.207  -0.611
C  3.319  1.425  -0.431  -0.704
C  1.532  -0.956  -0.438  -0.239
C  1.872  1.348  -0.422  0.327
N  1.067  0.356  -0.506  -0.430
S  -1.885  1.733  -1.402  0.096
H  -4.482  0.272  2.116  0.261
H  -3.289  -1.131  2.326  0.245
H  -4.551  -1.199  1.014  0.255
H  0.551  -2.967  -0.166  0.262
H  0.520  -1.631  1.323  0.230
H  -0.409  -1.520  -0.153  0.205
H  3.652  2.461  -0.237  0.270
H  3.727  0.785  0.311  0.264
H  3.481  1.115  -1.492  0.281
H  1.701  -1.199  -1.392  0.216
H  2.606  -1.039  0.077  0.216
H  -1.855  0.649  -2.161  0.135
H  1.474  2.330  -0.407  0.225
H  0.084  0.525  -0.257  0.462

3.
Molecular formula: C14H13AuN5O2S
Method: DFT, ωB97M-V/def2-TZVPD

## Properties
Total charge: +1
Kohn-Sham gap (alpha / beta) in eV: 7.9 / 6.5
2S+1: 3
E_LUMO (alpha / beta) in eV: -3.179 / -4.787
HOMO energy (alpha / beta) in eV: -11.06 / -11.26

Last column: natural (NBO) charge in e.
Positions of all 36 atoms, in Å:
Au  0.065  0.320  0.625  0.915
N  1.630  3.773  2.776  -0.775
C  1.301  2.743  1.972  0.283
S  0.457  1.421  2.771  -0.155
N  1.644  2.845  0.726  -0.424
N  1.287  1.820  -0.133  -0.340
C  1.815  1.967  -1.294  0.163
C  1.735  1.211  -2.547  -0.209
C  2.445  1.811  -3.597  -0.120
C  2.495  1.272  -4.866  -0.217
C  1.826  0.086  -5.125  -0.141
C  1.119  -0.543  -4.113  -0.293
C  1.078  0.018  -2.852  0.391
O  0.375  -0.608  -1.814  -0.561
H  1.424  3.743  3.757  0.412
H  2.146  4.548  2.397  0.418
H  2.437  2.855  -1.362  0.216
H  2.970  2.736  -3.392  0.226
H  3.052  1.771  -5.646  0.238
H  1.851  -0.356  -6.112  0.237
H  0.597  -1.472  -4.298  0.245
N  -3.685  -3.228  4.012  -0.746
C  -2.909  -2.519  3.172  0.257
C  -1.615  -2.949  2.829  -0.299
C  -0.854  -2.191  1.984  0.081
N  -1.287  -1.035  1.443  -0.574
C  -2.534  -0.623  1.754  0.077
C  -3.362  -1.322  2.588  -0.300
H  -3.342  -4.062  4.453  0.409
H  -4.595  -2.897  4.279  0.409
H  -1.218  -3.876  3.222  0.237
H  0.139  -2.513  1.700  0.222
H  -2.865  0.298  1.297  0.223
H  -4.358  -0.950  2.789  0.237
O  -0.920  -2.368  -1.303  -0.476
C  -0.345  -1.726  -2.092  0.733

4.
Molecular formula: C44H45FN9O12S2Ti
Method: DFT, ωB97M-V/def2-TZVPD

## Properties
Kohn-Sham gap (alpha / beta) in eV: 5.3 / 6.5
2S+1: 2
E_LUMO (alpha / beta) in eV: -0.501 / -0.516
ΔE to the lowest compared entry with this formula, charge and spin in eV: 2.789
HOMO energy (alpha / beta) in eV: -5.80 / -6.99

Last column: Löwdin charge in e.
Positions of all 114 atoms, in Å:
Ti  -0.592  0.933  0.221  1.153
C  -1.389  2.557  3.300  -0.176
C  -1.010  3.858  2.737  -0.175
C  -1.980  4.268  1.901  -0.162
C  -3.093  3.232  1.875  -0.283
C  -2.619  2.204  2.873  -0.160
C  -3.405  1.038  3.392  -0.012
C  -4.449  3.859  2.147  0.027
C  -2.031  5.499  1.066  -0.018
C  0.204  4.618  3.146  -0.011
C  -0.559  1.760  4.250  -0.003
H  -2.931  0.092  3.119  0.087
H  -4.427  1.036  3.022  0.078
H  -3.438  1.080  4.483  0.088
H  -4.723  4.472  1.292  0.092
H  -4.360  4.489  3.029  0.107
H  -5.222  3.117  2.332  0.081
H  -1.028  5.778  0.752  0.071
H  -2.474  6.335  1.614  0.087
H  -2.635  5.295  0.186  0.066
H  1.100  4.208  2.680  0.059
H  0.321  4.570  4.228  0.084
H  0.114  5.659  2.847  0.080
H  -0.358  0.784  3.799  0.084
H  -1.098  1.599  5.186  0.087
H  0.384  2.257  4.459  0.077
F  1.114  -4.799  -0.857  0.056
C  1.855  -3.874  -0.187  -0.209
C  1.242  -2.898  0.538  0.067
C  2.026  -1.875  1.148  -0.054
C  1.433  -0.633  1.473  -0.286
O  0.165  -0.430  1.419  -0.131
C  2.358  0.430  1.775  -0.022
C  3.641  0.141  2.102  0.037
N  4.167  -1.125  2.000  0.005
C  5.303  -1.449  2.814  -0.232
C  5.654  -2.857  3.195  -0.089
C  6.581  -2.073  2.314  -0.090
C  3.440  -2.047  1.243  -0.126
C  4.029  -3.035  0.488  0.033
C  3.250  -3.926  -0.291  -0.151
N  3.977  -4.697  -1.289  -0.077
C  3.333  -4.780  -2.618  -0.074
C  4.389  -5.316  -3.610  -0.164
N  5.648  -5.445  -2.890  -0.088
C  5.558  -6.468  -1.859  -0.171
C  4.448  -6.042  -0.872  -0.061
C  1.857  1.843  1.608  -0.523
O  2.503  2.775  2.045  0.076
O  0.758  1.941  0.937  -0.126
H  0.169  -2.815  0.606  0.123
H  4.310  0.920  2.436  0.145
H  5.424  -0.699  3.586  0.149
H  5.076  -3.660  2.767  0.090
H  5.951  -3.039  4.216  0.102
H  6.675  -2.335  1.274  0.082
H  7.506  -1.718  2.738  0.099
H  5.099  -3.145  0.432  0.099
H  2.990  -3.780  -2.893  0.138
H  2.469  -5.441  -2.559  0.130
H  4.537  -4.614  -4.432  0.125
H  4.051  -6.276  -4.026  0.123
H  4.855  -4.184  -1.475  0.173
H  6.415  -5.629  -3.526  0.128
H  6.526  -6.529  -1.356  0.124
H  5.324  -7.460  -2.269  0.121
H  4.830  -5.971  0.148  0.136
H  3.602  -6.730  -0.876  0.142
C  -0.783  -2.483  -3.873  -0.003
N  0.008  -1.737  -2.938  -0.111
C  1.148  -1.031  -3.198  -0.067
C  1.410  -0.298  -2.078  -0.103
N  0.438  -0.536  -1.149  -0.010
C  -0.383  -1.405  -1.700  -0.162
H  -0.141  -2.949  -4.619  0.090
H  -1.473  -1.800  -4.372  0.095
H  -1.353  -3.243  -3.338  0.101
H  1.636  -1.072  -4.151  0.120
H  2.223  0.377  -1.877  0.124
H  -1.242  -1.832  -1.213  0.120
O  -1.085  0.771  -3.764  -0.268
S  -1.449  1.410  -2.516  0.723
O  -2.204  0.518  -1.653  -0.296
N  -0.133  1.929  -1.699  -0.212
C  -0.075  3.275  -1.747  -0.821
S  1.167  4.156  -1.130  0.778
C  -1.198  3.911  -2.449  -0.246
C  -1.391  5.265  -2.669  -0.028
C  -2.549  5.673  -3.309  -0.056
C  -3.506  4.752  -3.715  -0.058
C  -3.319  3.391  -3.498  -0.033
C  -2.161  3.002  -2.870  -0.209
H  -0.638  5.966  -2.344  0.095
H  -2.709  6.727  -3.487  0.106
H  -4.408  5.094  -4.202  0.106
H  -4.063  2.669  -3.796  0.122
O  -8.157  -0.344  -0.241  0.074
N  -7.465  0.646  -0.098  -0.368
O  -7.884  1.787  -0.122  0.080
C  -6.072  0.449  0.124  -0.129
C  -5.213  1.555  0.176  0.096
C  -3.884  1.389  0.445  -0.070
C  -3.298  0.092  0.576  -0.267
O  -2.075  -0.106  0.842  -0.124
C  -4.203  -1.011  0.425  -0.049
C  -5.564  -0.831  0.242  0.103
N  -3.712  -2.344  0.426  -0.324
O  -4.516  -3.247  0.576  0.078
O  -2.520  -2.544  0.238  0.061
N  -3.057  2.606  0.458  -0.284
O  -3.473  3.418  -0.447  -0.083
O  -1.726  2.281  0.251  -0.199
H  -5.584  2.546  -0.033  0.134
H  -6.211  -1.692  0.162  0.134

Calculated maximum force in order - 0.9 5.0 0.4 2.1 eV Å⁻¹